Entry 1:
This record from OMol25 describes a structure of composition C4H10N2OS. The level of theory is ωB97M-V/def2-TZVPD.

Atoms and positions in Å:
C: 2.87647 -0.49880 -2.00693
C: -1.56671 0.23390 0.64812
C: -1.28880 -1.21421 0.19328
C: -0.18666 0.99726 1.07688
N: -0.29144 -1.23537 -0.82564
N: 0.86369 0.91318 0.09879
O: 1.59154 -1.35345 0.96237
S: 1.20626 -0.65470 -0.27959
H: 2.50185 -0.96188 -2.93889
H: 3.39194 -1.26170 -1.44031
H: -2.26323 0.90674 0.10892
H: -2.01725 0.06803 1.68240
H: -0.92425 -1.74654 0.95140
H: -2.12818 -1.69868 -0.27258
H: -0.37173 2.05055 1.29736
H: 0.16820 0.52458 2.07154
H: -0.56149 -0.94452 -1.75699
H: 1.62117 1.56718 0.38913

Computed properties:
F_max in Eh/bohr: 0.099
Charge: 0
Relative energy (zero: lowest compared OMol25 entry of this formula, charge and spin) in eV: 6.563
HOMO in eV: -8.115
Gap between HOMO and LUMO in hartree: 0.322

These are the Löwdin partial charges, in e, on atoms 1 to 8: -0.03, -0.13, -0.27, -0.26, -0.19, -0.24, -0.40, 0.83

=====

Entry 2:
This record from OMol25 describes a cluster of 2 separate species, C9H16N3O in total. The level of theory is ωB97M-V/def2-TZVPD.

Atoms and positions in Å:
C: -2.02441 1.70210 -0.17477
C: -1.28249 0.98993 0.96878
C: -0.35363 1.64826 1.74915
C: -1.63463 -0.35912 1.22651
C: 0.59148 0.89457 2.46111
C: -0.62621 -1.18478 1.84275
C: 0.51059 -0.50649 2.28794
O: 1.68618 -1.19757 2.49672
H: -1.42851 1.72968 -1.10244
H: -2.45975 2.61630 0.21133
H: -0.51201 2.72783 1.83413
H: -2.56181 -0.69938 0.78616
H: 1.52159 1.29814 2.84052
H: -0.60937 -2.26622 1.79647
H: 2.13961 -1.07873 3.33733
H: -2.85741 1.12006 -0.59293
C: -0.50178 -1.87904 -1.71443
C: 1.19898 -0.11476 -1.63416
N: -0.01250 -0.53266 -1.36247
N: 2.07394 -0.61746 -2.50309
N: 1.52353 1.06684 -1.05118
H: -0.74760 0.05501 -1.00437
H: 1.72655 -1.32065 -3.14164
H: 2.97778 -0.23786 -2.67532
H: 1.04124 1.47371 -0.24902
H: 2.48893 1.31965 -1.17902
H: 0.19753 -2.46488 -2.31696
H: -1.40026 -1.72707 -2.31797
H: -0.66555 -2.45539 -0.81913

Computed properties:
F_max in Eh/bohr: 0.075
Charge: 0
Multiplicity: 2
Relative energy (zero: lowest compared OMol25 entry of this formula, charge and spin) in eV: 1.765
HOMO (alpha / beta) in eV: -2.763 / -6.743
Gap between HOMO and LUMO (alpha / beta) in hartree: 0.101 / 0.245
<S²>: 0.76

These are the Löwdin partial charges, in e, on atoms 1 to 8: -0.09, -0.40, -0.16, -0.14, -0.12, -0.08, -0.39, -0.02

=====

Entry 3:
This record from OMol25 describes the molecule CH4N4S. The level of theory is ωB97M-V/def2-TZVPD.

Atoms and positions in Å:
S: -2.78595 -0.15630 0.07150
N: -1.17261 0.10774 -0.09267
N: -0.42468 1.14360 -0.18456
C: 0.91895 0.75385 0.07545
N: 0.86201 -0.71616 -0.13424
N: -0.46859 -1.05929 -0.05593
H: 1.72234 1.18394 -0.47436
H: 1.12465 1.11302 1.04928
H: 1.07598 -0.94141 -1.08605
H: -0.85209 -1.42899 0.83160

Computed properties:
F_max in Eh/bohr: 0.056
Charge: 0
Relative energy (zero: lowest compared OMol25 entry of this formula, charge and spin) in eV: 2.772
HOMO (alpha / beta) in eV: -8.762 / -8.763
Gap between HOMO and LUMO (alpha / beta) in hartree: 0.313 / 0.313
SMILES: [S-][N+]1=NCNN1

These are the Löwdin partial charges, in e, on atoms 1 to 8: 0.56, -0.73, 0.07, -0.19, -0.02, -0.10, 0.11, 0.10

=====

Entry 4:
This record from OMol25 describes a cluster of 2 separate species, O5S2 in total. The level of theory is ωB97M-V/def2-TZVPD.

Atoms and positions in Å:
O: -2.16431 0.81532 1.71998
O: 1.26478 1.56554 0.18187
O: -1.57354 -1.26780 -0.73121
O: 1.51065 -0.51025 -1.07902
O: 1.26598 -0.58713 1.32046
S: -1.24467 0.17012 -0.33077
S: 0.88497 0.16099 0.09548

Computed properties:
F_max in Eh/bohr: 0.073
Charge: -2
Relative energy (zero: lowest compared OMol25 entry of this formula, charge and spin) in eV: 3.834
HOMO (alpha / beta) in eV: -0.399 / -0.193
Gap between HOMO and LUMO (alpha / beta) in hartree: 0.255 / 0.247

Formally, the Löwdin partial charges of the atoms, in units of the elementary charge, are as follows: -0.77, -0.46, -0.72, -0.48, -0.45, 0.68, 0.20

=====

Entry 5:
This record from OMol25 describes a structure of composition C14H7N2O9Pd. The level of theory is ωB97M-V/def2-TZVPD.

Atoms and positions in Å:
Pd: 0.79754 -0.02562 0.53868
O: -4.67218 0.54168 -3.01432
C: -3.70449 0.30028 -2.37310
C: -2.84500 1.34743 -1.60966
O: -3.00351 2.52201 -1.55650
C: -1.71143 0.56735 -0.90957
C: -1.85006 -0.93644 -1.22755
O: -1.10798 -1.76055 -0.79293
C: -3.08742 -1.10997 -2.14323
O: -3.48941 -2.13921 -2.57423
O: -0.84571 1.04475 -0.21666
O: 2.58088 -0.79948 0.84213
C: 2.95295 -0.39418 -0.32219
O: 2.02849 0.18405 -1.01271
C: 4.31281 -0.56936 -0.81338
C: 5.25428 -1.24502 -0.03798
C: 6.54256 -1.40975 -0.51586
C: 6.89203 -0.90115 -1.75955
C: 5.93566 -0.23449 -2.50480
C: 4.64435 -0.05466 -2.06218
N: 6.30765 0.30708 -3.83133
O: 5.43999 0.87798 -4.45609
O: 7.44730 0.13414 -4.19843
H: 4.96899 -1.63525 0.92938
H: 7.27903 -1.93354 0.07645
H: 7.88954 -1.01283 -2.15934
H: 3.92551 0.47050 -2.67370
C: -0.90431 -0.35299 4.80250
C: -0.41670 -0.22265 3.44057
N: -0.02798 -0.12238 2.37188
H: -1.41680 0.56223 5.09401
H: -0.06108 -0.52590 5.46922
H: -1.59314 -1.19406 4.86010

Computed properties:
F_max in Eh/bohr: 0.014
Charge: +1
Relative energy (zero: lowest compared OMol25 entry of this formula, charge and spin) in eV: 0.000
HOMO in eV: -13.062
Gap between HOMO and LUMO in hartree: 0.221

These are the Löwdin partial charges, in e, on atoms 1 to 8: 1.07, 0.25, -0.20, -0.19, 0.25, -0.15, -0.20, 0.20

=====

Entry 6:
This record from OMol25 describes a structure of composition C10H18N2O5. The level of theory is ωB97M-V/def2-TZVPD.

Atoms and positions in Å:
C: -0.53963 -0.00108 -2.91707
C: -0.43389 0.33527 -1.42741
C: 0.58772 -0.83338 -3.47213
C: 1.96791 -0.03203 -3.57117
C: 0.49869 -0.15694 0.73984
C: 1.54834 -1.12325 1.17430
C: -0.73948 -0.25619 1.73041
C: -0.72665 -0.09811 3.18018
C: -2.17248 0.29628 3.66053
C: 0.26705 1.13447 3.39467
H: -1.42462 1.33757 -4.30712
H: -0.83322 2.04506 -2.90945
H: -1.37050 -0.67503 -2.89674
H: 0.93974 -1.60610 -2.60554
H: 0.45383 -1.39565 -4.60040
H: 0.90573 1.51089 -3.91465
H: 0.90525 -1.23031 -0.99261
H: 1.01990 0.74171 0.57923
H: -1.27671 0.50311 1.29867
H: -1.16079 -1.28546 1.61073
H: -0.39837 -1.07540 3.58262
H: -2.36180 1.59584 3.60959
H: -3.12134 -0.34319 2.94981
H: -2.06677 -0.40575 4.84808
H: 0.79870 0.95448 4.52735
H: 1.12866 0.88625 2.73987
H: -0.33793 2.21892 3.30450
H: 0.76087 -2.52180 0.09619
N: -0.70040 1.29664 -3.62831
N: 0.07776 -0.64614 -0.63535
O: -0.85022 1.42912 -0.92141
O: 2.93460 -0.59500 -3.16124
O: 1.96797 1.26673 -3.96249
O: 2.38139 -0.85515 2.05197
O: 1.37069 -2.41636 0.84455

Computed properties:
F_max in Eh/bohr: 0.091
Charge: 0
Relative energy (zero: lowest compared OMol25 entry of this formula, charge and spin) in eV: 6.915
HOMO in eV: -10.262
Gap between HOMO and LUMO in hartree: 0.379

These are the Löwdin partial charges, in e, on atoms 1 to 8: -0.30, -0.37, -0.06, -0.55, -0.18, -0.46, -0.18, -0.52

=====

Number 1: electronic energy -20167.3596 eV. Number 2: electronic energy -16106.2570 eV. Number 3: electronic energy -17893.4939 eV. Number 4: electronic energy -31903.5371 eV. Number 5: electronic energy -39506.4440 eV. Number 6: electronic energy -23874.8753 eV.